Entry 1:
Computed, not measured: C47H65Cl2N5O9PSbSi3V as an isolated structure at a distorted geometry, with the ωB97M-V functional and the def2-TZVPD basis.

Geometry as XYZ:
```
134
C47H65Cl2N5O9PSbSi3V, DFT the ωB97M-V functional and the def2-TZVPD basis
V -0.405 0.854 -0.450
C 0.373 4.195 2.177
C -0.755 4.962 1.913
C -1.793 4.408 1.197
C -1.676 3.104 0.727
N -0.546 2.376 0.925
C 0.445 2.922 1.666
C -2.758 2.367 0.062
C -4.070 2.832 -0.004
C -5.068 1.988 -0.408
C -4.740 0.670 -0.724
C -3.420 0.297 -0.710
N -2.414 1.132 -0.362
H 1.202 4.592 2.750
H -0.824 5.986 2.267
H -2.682 4.985 0.978
H 1.297 2.267 1.824
H -4.294 3.856 0.269
H -6.094 2.334 -0.462
H -5.501 -0.049 -0.996
H -3.126 -0.702 -0.979
C -4.126 -2.383 -2.438
Si -2.656 -1.885 -3.514
C -2.383 -3.403 -4.604
C -3.288 -0.499 -4.592
Sb -0.443 -1.054 -2.431
Si 0.751 -0.860 -4.685
C 0.235 0.838 -5.242
C 2.581 -1.099 -4.637
C 0.206 -2.018 -6.030
Si 0.162 -3.400 -1.633
C -1.384 -4.408 -1.333
C 1.153 -3.453 -0.061
C 1.142 -4.283 -2.943
H -4.607 -3.251 -2.904
H -4.861 -1.572 -2.399
H -3.875 -2.664 -1.407
H -2.745 -3.207 -5.622
H -2.946 -4.256 -4.205
H -1.332 -3.703 -4.676
H -4.311 -0.708 -4.934
H -2.651 -0.367 -5.477
H -3.292 0.456 -4.048
H -0.058 1.466 -4.392
H -0.626 0.759 -5.917
H 1.042 1.352 -5.780
H 3.042 -0.623 -3.767
H 3.014 -0.672 -5.552
H 2.818 -2.170 -4.615
H -0.864 -1.936 -6.258
H 0.427 -3.070 -5.798
H 0.773 -1.742 -6.930
H -2.143 -3.839 -0.776
H -1.132 -5.306 -0.751
H -1.844 -4.729 -2.278
H 1.084 -2.532 0.531
H 2.216 -3.582 -0.297
H 0.840 -4.308 0.551
H 0.522 -4.529 -3.816
H 1.552 -5.218 -2.536
H 1.980 -3.662 -3.288
C 2.618 2.066 -3.187
O 2.167 0.885 -2.536
P 2.022 0.610 -0.884
O 2.376 -0.972 -1.046
C 3.724 -1.470 -1.044
O 3.447 1.336 -0.612
C 3.995 1.939 0.563
H 3.418 2.553 -2.629
H 1.801 2.769 -3.335
H 3.010 1.768 -4.163
H 4.083 -1.534 -0.020
H 4.378 -0.830 -1.636
H 3.690 -2.460 -1.502
H 3.233 2.441 1.159
H 4.716 2.675 0.215
H 4.503 1.197 1.172
Cl 1.046 -2.538 7.772
C 0.853 -3.708 6.502
C 0.440 -4.974 6.899
C 0.448 -6.029 6.010
C 0.943 -5.823 4.731
C 1.336 -4.559 4.338
Cl 2.016 -4.359 2.763
C 1.222 -3.426 5.170
N 1.546 -2.169 4.657
C 0.914 -0.930 4.931
C -0.374 -0.863 5.453
C -0.989 0.357 5.702
C -0.321 1.537 5.426
C 0.953 1.468 4.869
C 1.583 0.261 4.595
C 2.918 0.233 3.886
C 2.908 -0.359 2.452
O 3.718 -1.277 2.229
O 2.070 0.137 1.623
H 0.147 -5.121 7.933
H 0.110 -7.013 6.319
H 1.030 -6.641 4.024
H 2.124 -2.187 3.824
H -0.912 -1.780 5.656
H -1.991 0.379 6.118
H -0.778 2.499 5.635
H 1.491 2.385 4.655
H 3.637 -0.351 4.459
H 3.294 1.256 3.788
O -1.805 3.790 -2.489
C -0.719 3.537 -1.990
O -0.268 2.308 -1.810
C 0.128 4.684 -1.508
C 1.301 4.503 -0.799
C 2.033 5.587 -0.291
C 1.526 6.834 -0.535
O 2.039 8.040 -0.148
C 1.156 9.044 -0.675
O 0.076 8.366 -1.328
C 0.356 7.022 -1.241
C -0.369 5.980 -1.739
H 1.653 3.500 -0.622
H 2.951 5.450 0.271
H 1.690 9.661 -1.391
H 0.770 9.653 0.136
H -1.295 6.114 -2.286
C -3.269 -1.982 2.656
N -1.880 -2.233 2.249
C -1.340 -3.593 2.405
C -1.262 -1.356 1.515
N -0.701 -0.584 0.860
H -3.954 -2.595 2.068
H -3.509 -0.933 2.508
H -3.383 -2.230 3.710
H -0.270 -3.586 2.214
H -1.827 -4.287 1.719
H -1.514 -3.924 3.428
```

Computed properties:
- 2S+1: 2
- LUMO energy (alpha / beta): -0.3 / -0.4 eV
- Kohn-Sham gap (alpha / beta): 6.7692 / 5.6741 eV
- <S²>: 0.791

---

Entry 2:
Computed, not measured: a 2-piece molecular cluster, C14H20N2O overall at a distorted geometry, with the ωB97M-V functional and the def2-TZVPD basis.

Geometry as XYZ:
```
37
C14H20N2O, DFT the ωB97M-V functional and the def2-TZVPD basis
C -2.347 0.685 3.001
C -2.133 1.100 1.651
C -2.066 2.401 1.248
N -1.766 2.546 -0.119
C -1.705 1.247 -0.613
C -1.541 0.766 -1.898
C -1.655 -0.612 -2.043
C -1.669 -1.558 -1.049
C -1.889 -1.049 0.249
C -1.898 0.293 0.430
H -1.461 0.786 3.669
H -2.448 -0.489 2.927
H -2.983 1.325 3.518
H -2.147 3.256 1.881
H -1.642 3.390 -0.511
H -1.475 1.508 -2.668
H -1.552 -0.977 -3.112
H -1.568 -2.730 -1.230
H -1.837 -1.757 1.056
C 1.825 -2.803 -1.430
C 2.341 -2.180 0.015
N 1.837 -0.880 0.225
C 1.648 -0.681 1.681
C 2.568 0.225 -0.315
C 3.150 0.297 -1.708
O 2.945 1.149 0.320
H 1.742 -1.769 -2.191
H 0.994 -3.220 -1.309
H 2.673 -3.417 -1.781
H 1.797 -2.830 0.716
H 3.461 -2.439 0.124
H 1.544 -1.737 2.083
H 2.457 -0.188 2.240
H 0.626 -0.119 2.210
H 2.532 0.374 -2.683
H 3.340 1.507 -1.638
H 4.118 -0.127 -1.912
```

Computed properties:
- Structure (SMILES): Cc1c[nH]c2ccccc12.CCN(C)C(C)=O
- LUMO energy: 0.9 eV
- Kohn-Sham gap: 8.5594 eV

---

Energy relative to the best compared isomer or geometry (same formula, charge and spin) list, top to bottom, in kcal per mole: 17.4; 127.2